{"formula": "C9H23CaFN2O3", "method": "wB97M-V/def2-TZVPD", "symbols": ["C", "O", "C", "C", "N", "H", "H", "C", "C", "O", "C", "H", "H", "H", "H", "H", "H", "H", "H", "H", "H", "H", "H", "H", "H", "Ca", "F", "C", "O", "N", "C", "C", "H", "H", "H", "H", "H", "H", "H"], "positions_angstrom": [[0.17657, 0.34074, 2.82731], [-0.52928, -0.05297, 1.67932], [-0.14661, -1.13378, 0.78848], [1.32947, -1.16495, 0.28214], [1.56293, 0.22135, -0.24934], [0.75108, 0.58235, -0.72964], [1.77708, 0.89328, 0.47368], [2.75518, 0.39189, -1.11679], [4.08642, 0.22724, -0.42053], [4.26979, -1.21782, -0.24456], [5.40096, -1.65788, 0.46373], [0.55078, -0.41479, 3.51814], [-0.68769, 0.84223, 3.26282], [0.84540, 1.17082, 2.59989], [-0.80301, -0.88478, -0.04534], [-0.62705, -2.06956, 1.07413], [1.46665, -1.82692, -0.57289], [1.93601, -1.47446, 1.13326], [2.60894, 1.37779, -1.55804], [2.61455, -0.35160, -1.90135], [4.26302, 0.69042, 0.55024], [4.84453, 0.67222, -1.06501], [4.98153, -1.79685, 1.46016], [6.23755, -0.96203, 0.52707], [5.63202, -2.61756, 0.00145], [-1.08687, 3.59044, -2.09118], [-0.40845, 1.35851, -1.91638], [-3.98868, 1.80972, -0.37541], [-3.24305, 2.52521, -1.12591], [-4.29161, 0.54427, -0.64803], [-5.28372, -0.14483, 0.19890], [-4.01595, -0.02276, -1.95358], [-4.32768, 2.08184, 0.63614], [-4.93307, -0.20951, 1.22893], [-5.53484, -1.18977, 0.01685], [-6.25918, 0.34157, 0.20159], [-3.14973, 0.39895, -2.46340], [-3.89509, -1.10350, -1.87952], [-4.87892, 0.23547, -2.56734]], "forces_ev_per_a": [[-1.529, 0.977, 0.228], [0.740, -1.595, -1.673], [-1.056, 0.915, -0.726], [-2.108, 0.330, 0.870], [2.047, -0.374, 1.354], [-1.432, 0.401, -1.074], [-0.619, 0.005, 0.889], [-0.403, -0.031, -0.539], [0.589, -1.968, 0.062], [-0.865, 2.164, -1.729], [-0.866, -0.274, 0.755], [0.190, -0.161, -0.352], [0.497, 0.172, 1.167], [0.747, -0.306, 0.058], [0.293, 0.154, -0.536], [0.954, -0.396, 0.722], [-0.100, -0.170, 0.301], [0.657, 0.531, -0.471], [0.338, 0.019, -0.052], [0.529, 0.085, -0.139], [-0.707, 0.396, 0.223], [0.204, -0.266, -0.258], [0.797, -0.400, 0.509], [0.039, -0.029, -0.410], [0.531, 0.133, 0.312], [-0.401, -1.893, 0.457], [0.246, 1.101, 0.364], [2.285, 0.368, -1.084], [-1.409, -0.809, 1.479], [-0.454, -0.415, 0.085], [-0.334, 0.041, 1.017], [-0.300, 0.061, -0.639], [0.038, 0.582, -0.360], [0.120, 0.451, 0.069], [0.701, 0.057, -1.034], [0.116, 0.324, -0.105], [0.104, 0.120, 0.572], [-0.119, 0.123, 0.033], [-0.063, -0.422, -0.346]], "total_energy_ev": -39977.3549, "mol_weight_g_mol": 266.37, "multiplicity": 2, "fmax_ha_per_bohr": 0.0564, "charge": 1}

---

{"formula": "C4H6O", "method": "wB97M-V/def2-TZVPD", "symbols": ["C", "C", "C", "O", "C", "H", "H", "H", "H", "H", "H"], "positions_angstrom": [[0.38637, 0.01082, 1.15136], [-0.66190, -0.26127, 0.06357], [-0.39949, 0.94541, -0.79903], [0.38725, 0.20859, -1.63805], [0.21812, -0.91458, -0.95030], [0.82980, -0.89825, 1.59799], [0.03241, 0.65662, 1.95131], [-1.67745, -0.61326, 0.26163], [0.89289, 0.79182, 0.49226], [-0.98464, 1.76219, -1.17928], [0.97663, -1.68809, -0.95146]], "forces_ev_per_a": [[-0.179, 0.495, 0.373], [0.035, 0.080, 0.110], [-1.004, 0.021, -0.651], [0.284, 0.616, -0.724], [-0.373, -0.947, -0.299], [0.165, 0.611, -0.423], [-0.359, -0.103, 0.186], [0.308, 0.092, 0.151], [1.314, -1.123, 1.432], [-0.175, 0.069, -0.248], [-0.017, 0.190, 0.093]], "total_energy_ev": -6287.3700, "mol_weight_g_mol": 70.09, "fmax_ha_per_bohr": 0.0437, "e_above_lowest_kj_mol": 438.8}

---

{"formula": "C26H52O52S13", "method": "wB97M-V/def2-TZVPD", "symbols": ["C", "C", "O", "S", "O", "O", "O", "H", "H", "H", "H", "C", "C", "O", "S", "O", "O", "O", "H", "H", "H", "H", "C", "C", "O", "S", "O", "O", "O", "H", "H", "H", "H", "C", "C", "O", "S", "O", "O", "O", "H", "H", "H", "H", "C", "C", "O", "S", "O", "O", "O", "H", "H", "H", "H", "C", "C", "O", "S", "O", "O", "O", "H", "H", "H", "H", "C", "C", "O", "S", "O", "O", "O", "H", "H", "H", "H", "C", "C", "O", "S", "O", "O", "O", "H", "H", "H", "H", "C", "C", "O", "S", "O", "O", "O", "H", "H", "H", "H", "C", "C", "O", "S", "O", "O", "O", "H", "H", "H", "H", "C", "C", "O", "S", "O", "O", "O", "H", "H", "H", "H", "C", "C", "O", "S", "O", "O", "O", "H", "H", "H", "H", "C", "C", "O", "S", "O", "O", "O", "H", "H", "H", "H"], "positions_angstrom": [[-0.92450, 1.37080, 4.77981], [-0.71692, -0.12246, 4.69620], [-0.59923, -0.50306, 6.09791], [-0.96859, 0.76301, 7.17410], [0.16155, 1.47521, 7.60431], [-1.95944, 0.35794, 8.14951], [-1.70178, 1.50917, 5.93840], [-1.45213, 1.72236, 3.89318], [0.01591, 1.91250, 4.67826], [0.25402, -0.34083, 4.25155], [-1.52301, -0.60002, 4.13919], [-1.86880, -4.42706, 3.50240], [-3.09130, -4.36272, 4.45933], [-3.96462, -5.50026, 4.10286], [-3.11034, -6.63593, 3.29054], [-4.05320, -7.20713, 2.31025], [-2.36209, -7.47229, 4.20851], [-2.05620, -5.50190, 2.63013], [-1.01824, -4.56688, 4.16954], [-1.72608, -3.48588, 2.97143], [-3.67173, -3.44465, 4.36799], [-2.65619, -4.51017, 5.44779], [6.16889, -3.03802, -1.61827], [5.08677, -3.42056, -2.74233], [4.78327, -2.13943, -3.26825], [4.93561, -0.92967, -2.08926], [3.73880, -0.38398, -1.53184], [5.85253, 0.05776, -2.56494], [5.65391, -1.99399, -0.98768], [7.13023, -2.87033, -2.10386], [6.11140, -3.95443, -1.03089], [4.18206, -3.94071, -2.42761], [5.65186, -3.77528, -3.60428], [-3.35411, 5.05486, 4.13444], [-3.60705, 5.52126, 2.71920], [-2.31541, 5.88550, 2.21674], [-1.10838, 4.93020, 2.85610], [0.03310, 5.65497, 3.30694], [-0.96237, 3.81122, 1.92934], [-2.12718, 4.35151, 3.98930], [-4.07150, 4.32148, 4.50269], [-3.24158, 5.88995, 4.82586], [-4.09803, 6.45417, 2.44224], [-4.04441, 4.70947, 2.13798], [2.04609, -4.96990, -5.59697], [0.54264, -4.88545, -5.38673], [0.30679, -3.79520, -4.50617], [1.51921, -2.66427, -4.58347], [1.75833, -2.07070, -3.23834], [1.49088, -1.77600, -5.74559], [2.61141, -3.91129, -4.90203], [2.33158, -5.00683, -6.64828], [2.50875, -5.90953, -5.29507], [0.14026, -5.76147, -4.87802], [0.04879, -4.65545, -6.33083], [1.87967, -2.90373, 1.60339], [3.21245, -3.32542, 0.79774], [3.45874, -4.76641, 1.14329], [2.15270, -5.39299, 2.04778], [2.42836, -6.49486, 3.04029], [1.04212, -5.59329, 1.09894], [1.96078, -3.84112, 2.65203], [0.89921, -3.07889, 1.16051], [1.97655, -1.89021, 1.99260], [4.11071, -2.77841, 1.08413], [3.16454, -3.17600, -0.28090], [0.12466, 1.96533, -7.48514], [1.54728, 2.49229, -7.70555], [1.95167, 2.84124, -6.37101], [1.28607, 1.82348, -5.24703], [0.44134, 2.55522, -4.30319], [2.28788, 0.89479, -4.63261], [0.29506, 1.12314, -6.40545], [-0.21040, 1.38507, -8.34487], [-0.54133, 2.80907, -7.30442], [1.60764, 3.32478, -8.40655], [2.24928, 1.74280, -8.07099], [-5.20234, -1.28812, 4.74379], [-4.63111, -0.08777, 3.95695], [-4.19147, -0.64223, 2.73750], [-5.21994, -1.81844, 2.20546], [-4.43170, -2.89328, 1.69205], [-6.23183, -1.22770, 1.31247], [-5.77068, -2.08572, 3.79221], [-5.96281, -0.94095, 5.44327], [-4.48065, -1.66431, 5.46888], [-3.80724, 0.41300, 4.46546], [-5.29563, 0.77594, 3.93414], [5.58945, 0.29686, 3.46096], [4.97102, -0.57734, 2.48164], [3.93290, 0.03943, 1.82033], [4.07086, 1.64246, 2.02315], [2.94668, 2.12284, 2.82472], [4.35484, 2.19664, 0.63499], [5.50497, 1.55784, 2.81694], [6.58869, 0.08186, 3.83963], [4.98238, 0.28750, 4.36622], [4.80496, -1.47718, 3.07394], [5.66666, -0.96521, 1.73751], [-4.45079, 1.00871, -0.77533], [-5.15468, 2.17758, 0.09898], [-4.03427, 3.03436, 0.20249], [-3.28798, 3.21336, -1.25541], [-1.82264, 3.51196, -1.03139], [-4.01630, 4.05219, -2.16559], [-3.41661, 1.53824, -1.51495], [-5.15044, 0.50743, -1.44416], [-4.10200, 0.17730, -0.16280], [-5.51051, 2.02828, 1.11840], [-5.79356, 2.91415, -0.38826], [3.11216, 7.61608, -0.18752], [3.19835, 6.71999, -1.47613], [2.76058, 5.47719, -1.04845], [1.86843, 5.46207, 0.30329], [2.05841, 4.20240, 1.05389], [0.46214, 5.83876, 0.13778], [2.64369, 6.83494, 0.79545], [2.26309, 8.29917, -0.21140], [4.10339, 8.00324, 0.04844], [4.20795, 6.66699, -1.88359], [2.54212, 7.07294, -2.27167], [0.90441, 0.95980, 0.18938], [0.26079, 0.64194, -1.24188], [-0.56062, -0.45375, -0.92338], [-1.08798, -0.67516, 0.67835], [-1.20512, -2.13869, 1.02946], [-1.93560, 0.36664, 1.26916], [0.31072, 0.05769, 1.17916], [0.72071, 1.94140, 0.62622], [1.98443, 0.82491, 0.13057], [1.02607, 0.45105, -1.99420], [-0.35713, 1.46043, -1.61114], [-1.70069, -0.08606, -4.49149], [-2.68811, -0.98994, -3.88327], [-2.93510, -1.86730, -4.91037], [-2.51757, -1.27682, -6.41408], [-3.61972, -1.20471, -7.36062], [-1.25849, -1.91745, -6.81521], [-2.02930, 0.16102, -5.79410], [-0.67340, -0.44197, -4.56954], [-1.56757, 0.83998, -3.93218], [-3.56427, -0.34167, -3.86911], [-2.21019, -1.35029, -2.97232]], "forces_ev_per_a": [[0.138, -0.162, -2.031], [1.175, 0.460, 1.032], [-0.129, 0.134, 1.141], [-2.562, -1.909, -1.328], [1.009, 0.103, -0.167], [1.407, 0.296, -1.945], [-0.284, 1.449, 1.223], [-0.634, 0.100, 0.330], [0.139, 0.216, 1.124], [-0.112, -0.205, -0.162], [-0.190, -0.459, 0.583], [-0.264, 0.510, 1.188], [-0.011, -1.104, -0.415], [1.338, 0.309, -0.091], [-1.314, 0.083, -0.473], [2.897, 1.499, 2.153], [-0.988, 1.239, -1.424], [-1.053, -1.702, -0.409], [0.394, -0.278, -0.405], [-0.174, -0.314, -0.396], [-0.041, -0.400, 0.043], [-0.742, 0.068, 0.244], [-0.883, -4.466, -2.774], [2.242, 1.459, -0.351], [-1.011, 3.004, 1.683], [1.021, -0.391, -1.083], [-0.211, -1.374, 0.210], [-0.055, -1.229, 0.110], [-1.994, 4.095, 1.021], [0.090, 0.038, 0.223], [0.761, 0.345, 0.732], [0.271, -0.177, 0.020], [-0.434, -1.245, 0.308], [-0.106, 0.743, 0.016], [0.148, 0.391, -1.141], [2.472, -0.549, 0.572], [-2.620, -1.449, -2.578], [-1.297, -0.288, 0.074], [0.413, 1.269, 1.626], [1.657, -0.228, 0.590], [-0.017, 0.221, -0.051], [0.018, -0.101, 0.135], [-0.836, -0.203, 1.016], [0.210, -0.088, -0.217], [0.294, -1.335, -0.946], [-0.399, -0.059, -0.451], [0.651, 2.429, 0.691], [0.989, -0.442, 0.018], [-0.915, -1.958, -3.347], [-0.348, -1.999, 2.409], [0.453, 2.646, 1.245], [-0.279, 0.911, -0.290], [-0.220, 0.065, 0.965], [-0.099, 0.110, -0.245], [-0.211, -0.309, 0.097], [1.768, -1.337, -0.796], [-1.015, -0.735, 0.237], [-1.047, -0.246, 0.439], [-0.932, -0.211, -1.152], [-0.095, 4.709, -3.181], [2.301, 0.242, 1.989], [-0.661, -1.845, 2.403], [0.462, 0.244, -0.831], [0.063, -0.165, 0.245], [-0.245, -0.122, 0.585], [-0.468, -0.522, -0.024], [1.123, 0.953, -1.763], [-0.253, -0.448, -0.327], [-0.047, -0.309, 1.725], [0.708, -0.681, 0.193], [1.323, -0.956, -1.590], [-3.007, 2.531, -2.355], [1.151, -0.861, 3.191], [-0.112, -0.096, 0.206], [-0.225, -0.126, 0.258], [-0.054, 0.401, 0.628], [-0.238, -0.299, 0.012], [0.359, 3.037, 1.497], [0.265, 0.557, 1.735], [-0.546, -0.452, -1.137], [-0.749, 1.752, 0.145], [-0.471, 0.556, 0.828], [1.855, -1.212, 2.594], [-0.509, -1.949, -3.206], [-0.504, 0.110, -0.378], [0.528, -1.102, -0.809], [0.638, -0.715, -0.053], [-0.824, -0.407, -1.069], [-0.341, 1.191, 1.539], [2.564, -4.142, -0.273], [-1.488, 0.973, 0.531], [0.670, 2.287, -3.563], [2.298, -1.108, -1.298], [-1.224, -1.641, 4.991], [-1.256, 1.601, -0.558], [0.166, 0.039, -0.844], [-0.267, 0.397, 0.165], [-1.499, -0.299, -0.291], [0.308, 0.467, -0.303], [-3.248, -1.038, 1.077], [1.216, 0.372, -1.491], [2.730, 1.871, -0.393], [3.928, -0.106, 1.877], [-4.819, -1.361, -0.695], [0.232, -1.511, 0.961], [1.118, 2.780, -0.831], [-0.303, 0.379, -0.138], [0.316, 0.410, 0.501], [0.186, -0.787, -0.283], [-1.318, -1.346, -0.630], [-0.245, 1.146, -2.495], [-0.262, 1.691, -0.037], [-1.049, -2.738, 0.545], [-1.348, 0.220, 0.464], [0.617, 3.265, -1.854], [2.626, -0.451, -0.346], [-0.937, -4.500, 4.167], [0.899, 1.269, -1.126], [-0.340, 0.318, 0.218], [-0.029, -0.379, 0.282], [-0.043, 0.141, 0.085], [-1.609, -0.920, -1.043], [0.220, 1.321, 3.048], [-2.284, -2.450, 1.301], [0.354, -1.621, -0.462], [0.504, 5.847, -1.725], [0.907, -2.025, -1.605], [1.645, 0.549, -0.639], [0.041, 0.780, 0.171], [0.581, -0.309, 0.468], [0.037, -0.846, -0.021], [-0.121, 0.398, 0.182], [3.506, 1.642, 1.559], [0.165, 2.308, -0.575], [-0.672, -2.488, -2.684], [2.112, -0.699, -0.524], [1.815, 0.181, 2.413], [-2.729, 0.656, 0.571], [-2.956, -0.250, -2.568], [0.215, -0.876, 0.603], [-0.538, 0.341, -0.208], [-0.476, -0.304, 1.447], [-0.874, -0.716, -0.003]], "total_energy_ev": -275100.1305, "mol_weight_g_mol": 1613.52, "multiplicity": 2, "fmax_ha_per_bohr": 0.1206, "charge": 1}